Record 1
{"formula": "C2H2Br2S2", "method": "ωB97M-V with the def2-TZVPD basis set", "symbols": ["H", "Br", "S", "Br", "C", "H", "C", "S"], "xyz": [[1.25083, -1.24186, 2.94157], [-1.30068, 0.91322, 0.51987], [2.01737, 0.49932, -1.92920], [1.55097, -2.55015, -0.45777], [0.03848, -0.20529, 0.11373], [1.07323, 0.58500, -2.74862], [0.59554, -1.29800, 0.63285], [0.06994, -1.77827, 2.25988]], "forces_ev_per_a": [[-1.9, -0.9, -1.0], [-0.2, 0.5, 0.3], [2.4, -0.1, 1.8], [0.1, 0.5, 0.2], [1.1, -1.8, -0.3], [-2.3, 0.1, -1.9], [-1.4, 1.0, -0.1], [2.3, 0.7, 1.0]], "mulliken_charge": [0.17, 0.00, -0.14, -0.09, -0.12, 0.16, 0.26, -0.24], "relative_energy_kj_mol": 155.2, "spin_multiplicity": 3, "homo_lumo_gap_ev": [8.806, 6.621], "total_charge": 0, "s_squared": 2.019, "largest_force_ev_per_a": 2.99, "e_homo_ev": [-8.51, -9.13]}



Record 2
{"formula": "C4H10N2", "method": "ωB97M-V with the def2-TZVPD basis set", "symbols": ["C", "H", "H", "C", "C", "C", "H", "N", "H", "H", "H", "H", "N", "H", "H", "H"], "xyz": [[0.86893, -1.79463, 0.86912], [1.56464, -1.10141, 1.35405], [-0.03781, -1.67441, 1.46820], [0.64962, -1.28998, -0.57922], [0.49918, 0.21200, -0.72324], [-1.39170, 1.73231, 0.07344], [1.19135, -2.82558, 0.79718], [-1.21969, 2.92470, -0.32325], [-2.33729, 1.46557, 0.55983], [-2.11953, 3.40574, -0.27478], [-0.19230, -1.83666, -1.01421], [0.10722, 0.44631, -1.72021], [-0.34406, 0.84634, 0.26651], [1.49098, 0.68671, -0.78267], [1.52109, -1.62646, -1.14691], [-0.25063, 0.42946, 1.17616]], "forces_ev_per_a": [[-0.5, 1.4, -0.7], [0.5, -0.6, 0.0], [-0.1, -0.5, -0.1], [0.0, -0.8, 0.5], [0.4, 1.0, -1.2], [0.3, 0.8, 1.6], [0.2, -0.1, 0.6], [-0.2, -0.2, -0.8], [0.0, -0.4, -0.2], [0.1, 0.0, -0.2], [-0.1, 0.2, 0.1], [-0.2, -0.1, 0.2], [0.2, -0.9, -0.2], [0.0, -0.2, 0.5], [0.0, 0.3, -0.1], [-0.5, 0.0, 0.0]], "mulliken_charge": [-1.24, 0.34, 0.30, -0.33, -0.51, -0.08, 0.36, -0.60, 0.33, 0.26, 0.29, 0.32, -0.19, 0.24, 0.30, 0.21], "relative_energy_kj_mol": 121.0, "homo_lumo_gap_ev": 9.714, "smiles": "[H]/N=C/NCCC", "total_charge": 0, "largest_force_ev_per_a": 1.83, "e_homo_ev": -8.75}



Record 3
{"formula": "C4H7NO2", "method": "ωB97M-V with the def2-TZVPD basis set", "symbols": ["O", "C", "N", "H", "C", "O", "C", "C", "H", "H", "H", "H", "H", "H"], "xyz": [[1.65308, -0.39358, 1.23556], [-0.97720, 1.09555, -0.42370], [1.87340, 0.50323, -0.83338], [2.85218, 0.69614, -0.68584], [1.15710, -0.08042, 0.17117], [-2.13922, 1.19247, -0.73087], [-1.07034, -1.02537, 0.94256], [-0.32119, -0.25896, -0.14875], [-0.40225, -0.81583, -1.09436], [1.46487, 0.74195, -1.72540], [-0.92250, -0.55783, 1.91967], [-0.70282, -2.05239, 1.00906], [-2.13787, -1.04508, 0.70969], [-0.32725, 2.00012, -0.34541]], "forces_ev_per_a": [[-0.1, 0.1, -0.3], [-0.4, 0.0, -0.1], [0.1, 0.1, -0.1], [-0.1, -0.1, 0.0], [0.1, 0.0, 0.1], [0.5, 0.1, 0.2], [-0.1, 0.0, 0.0], [0.0, 0.0, 0.0], [0.0, 0.1, 0.1], [0.1, -0.1, 0.3], [0.0, 0.0, -0.2], [0.0, 0.2, 0.0], [0.2, 0.0, 0.0], [-0.2, -0.2, 0.0]], "mulliken_charge": [-0.61, -0.10, -0.37, 0.24, 0.30, -0.46, -1.46, 0.51, 0.28, 0.21, 0.34, 0.34, 0.40, 0.38], "relative_energy_kj_mol": 51.5, "homo_lumo_gap_ev": 10.636, "smiles": "C[C@@H](C=O)C(N)=O", "total_charge": 0, "largest_force_ev_per_a": 0.55, "e_homo_ev": -9.98}